## w
{
  "formula": "C2H8N3O2",
  "method": "wB97M-V/def2-TZVPD",
  "elements": ["C", "O", "N", "N", "C", "N", "O", "H", "H", "H", "H", "H", "H", "H", "H"],
  "coordinates": [[-1.80270, 1.63016, -0.56291], [-1.36056, 1.14285, 0.93714], [-0.05984, 0.87232, 1.12223], [0.14464, -0.50128, 0.66890], [1.14561, -0.92464, -0.14629], [1.19440, -2.14237, -0.70645], [2.14545, -0.10095, -0.39935], [-2.91212, 1.53722, -0.50276], [-1.13716, 0.94891, -1.24868], [-1.37691, 2.62056, -0.76241], [0.04944, 0.92323, 2.21502], [-0.57981, -1.21285, 0.84799], [0.56665, -3.00088, -0.29369], [1.93415, -2.58957, -1.27497], [2.04876, 0.79729, 0.10623]],
  "charge": 1,
  "smiles": "CON/[NH+]=C(/N)O",
  "e_homo_ev": -14.00,
  "e_lumo_ev": -3.436
}

## x
{
  "formula": "C2H8N3O2",
  "method": "wB97M-V/def2-TZVPD",
  "elements": ["C", "C", "N", "N", "O", "N", "O", "H", "H", "H", "H", "H", "H", "H", "H"],
  "coordinates": [[1.50179, 0.45913, 1.87334], [1.17164, -0.29551, 0.59697], [-0.21463, -0.06005, 0.13791], [-0.60646, -0.27479, -1.11599], [0.12880, -0.58525, -2.02575], [-1.88406, 0.07822, -1.39238], [-2.38194, -0.59916, -2.44413], [0.52656, 0.67525, 2.45767], [2.18768, -0.08410, 2.50630], [2.04640, 1.49513, 1.67702], [1.85224, 0.05052, -0.15448], [1.37292, -1.35897, 0.84497], [-0.85653, 0.08621, 0.95310], [-2.59220, 0.46171, -0.63686], [-2.25220, -0.04833, -3.27771]],
  "charge": 1,
  "smiles": "CCN[N+](=O)NO",
  "e_homo_ev": -15.50,
  "e_lumo_ev": -5.318
}

Q: Which of them is the least stable? A: x.

## w
{
  "formula": "C10H10N2O2",
  "method": "wB97M-V/def2-TZVPD",
  "elements": ["C", "C", "C", "C", "C", "C", "C", "C", "C", "C", "N", "N", "O", "O", "H", "H", "H", "H", "H", "H", "H", "H", "H", "H"],
  "coordinates": [[-3.49126, -0.85247, 0.06995], [-3.05150, 0.21391, 0.83748], [-2.58170, -1.56414, -0.69079], [-1.71265, 0.54679, 0.87547], [-1.24161, -1.22419, -0.68820], [-0.79086, -0.17373, 0.10781], [2.39404, 1.61114, -0.22719], [1.10484, 1.38069, 0.01167], [2.91813, -0.79847, 0.12656], [3.40737, 0.51682, -0.39964], [0.54154, 0.16354, 0.21706], [1.63357, -1.15662, -0.25947], [3.58768, -1.58068, 0.77036], [1.19234, -2.28884, 0.32950], [-4.53518, -1.12538, 0.06765], [-3.75482, 0.78676, 1.42438], [-2.91920, -2.38894, -1.29991], [-1.36986, 1.36494, 1.49239], [-0.53923, -1.77697, -1.28988], [2.75656, 2.62144, -0.31824], [0.39870, 2.19787, 0.09349], [3.64868, 0.38737, -1.46208], [4.33367, 0.76097, 0.12584], [1.77856, -2.48397, 1.09818]],
  "charge": 0,
  "e_homo_ev": -7.89,
  "e_lumo_ev": 0.061
}

## x
{
  "formula": "C10H10N2O2",
  "method": "wB97M-V/def2-TZVPD",
  "elements": ["O", "C", "C", "C", "N", "C", "O", "N", "H", "H", "H", "H", "C", "C", "C", "C", "C", "C", "H", "H", "H", "H", "H", "H"],
  "coordinates": [[-1.34052, 2.30288, -1.24613], [-1.64744, 1.26000, -0.69948], [-2.29405, 1.14889, 0.59567], [-2.54027, -0.05469, 1.12202], [-2.19846, -1.19839, 0.44994], [-1.56171, -1.21845, -0.77418], [-1.21700, -2.25739, -1.29933], [-1.37813, 0.04233, -1.31173], [-2.51047, 2.08427, 1.06427], [-2.96081, -0.21578, 2.09822], [-2.28637, -2.10822, 0.86873], [-0.94567, 0.06963, -2.23238], [1.43807, -0.04876, 1.43338], [1.61465, 1.19964, 0.81752], [2.13104, 1.25503, -0.49639], [2.39062, 0.08318, -1.18213], [2.15595, -1.16096, -0.58586], [1.71728, -1.22286, 0.71413], [1.08120, -0.11000, 2.43158], [1.38125, 2.11393, 1.35106], [2.29675, 2.20647, -0.99019], [2.74856, 0.11877, -2.20598], [2.32339, -2.09721, -1.13399], [1.60217, -2.19233, 1.21126]],
  "charge": 0,
  "smiles": "O=c1cc[nH]c(=O)[nH]1.c1ccccc1",
  "e_homo_ev": -9.37,
  "e_lumo_ev": 0.557
}

## y
{
  "formula": "C10H10N2O2",
  "method": "wB97M-V/def2-TZVPD",
  "elements": ["O", "C", "C", "C", "N", "C", "O", "N", "H", "H", "H", "H", "C", "C", "C", "C", "C", "C", "H", "H", "H", "H", "H", "H"],
  "coordinates": [[0.06890, 0.71756, 0.72004], [-0.16649, -0.36574, 1.23280], [-1.07678, -1.37881, 0.57725], [-1.36733, -2.54933, 1.24205], [-0.89537, -2.84255, 2.50749], [-0.26718, -1.79914, 3.30253], [-0.16821, -1.76536, 4.55331], [0.23666, -0.75168, 2.54421], [-1.48040, -1.04999, -0.36029], [-1.98770, -3.33370, 0.75804], [-1.20335, -3.57894, 3.03450], [0.71173, 0.01672, 2.95761], [-0.49339, 2.02023, -2.67462], [0.45866, 2.90625, -2.06853], [1.49487, 2.42895, -1.37495], [1.61206, 1.10245, -1.00676], [0.76986, 0.20114, -1.66771], [-0.26979, 0.64764, -2.47390], [-1.29732, 2.52108, -3.09661], [0.47535, 3.97837, -2.32381], [2.17256, 3.12310, -1.01297], [2.53134, 0.70298, -0.58079], [0.98364, -0.87783, -1.71175], [-0.84234, -0.07341, -3.07715]],
  "charge": 0,
  "smiles": "O=c1cc[nH]c(=O)[nH]1.c1ccccc1",
  "e_homo_ev": -8.48,
  "e_lumo_ev": 0.497
}

Q: Which of them is the least stable? A: w.